Entry 1:
Computed, not measured: C21H20ClN4O3Re as an isolated structure, with the ωB97M-V functional and the def2-TZVPD basis.

Each line ends with the Löwdin spin population.
Positions of all 50 atoms, in Å:
Re 0.650327 0.076389 0.011564  2.25
Cl -2.674841 -2.748858 -5.785065  0.00
C -1.726384 -1.925722 -4.631458  0.01
C -0.837448 -0.923978 -5.040234  0.03
C -0.046612 -0.241326 -4.125851  0.02
C -0.144152 -0.547657 -2.783437  0.02
O 0.646187 0.083516 -1.886540  0.21
C -1.040099 -1.559780 -2.336146  0.02
C -1.184470 -1.960642 -0.990702  0.05
N -0.599423 -1.455995 0.085382  0.01
C -0.881482 -1.955048 1.411358  0.00
C -1.792600 -2.929462 1.730953  0.01
C -1.937119 -3.347457 3.068630  0.00
C -1.183603 -2.795970 4.066888  0.00
C -0.249809 -1.776927 3.766852  0.00
C 0.567360 -1.151870 4.734918  0.03
C 1.448732 -0.165142 4.359646  0.01
C 1.515810 0.211526 3.021757  0.02
N 0.764310 -0.356789 2.075789  0.03
C -0.113058 -1.356184 2.432385  0.01
C -1.820610 -2.244360 -3.295005  0.03
H -0.763405 -0.686225 -6.093919  0.00
H 0.643606 0.520243 -4.462120  0.00
H -1.859424 -2.789814 -0.814247  0.00
H -2.415396 -3.407870 0.987877  0.00
H -2.655543 -4.123547 3.293439  0.00
H -1.292892 -3.130239 5.090499  0.00
H 0.494232 -1.456943 5.772063  0.00
H 2.085418 0.327097 5.080804  0.00
H 2.190674 0.998459 2.703873  0.00
H -2.500431 -3.024545 -2.976396  0.00
O 2.740499 -0.337458 -0.227798  0.04
H 3.162038 -0.175463 -1.090324  0.00
H 3.273304 -0.999726 0.243205  0.00
N -0.826684 1.374972 0.235374  0.03
C -1.651640 2.212608 0.254400  0.07
N -2.548201 3.105696 0.272674  0.06
C -2.762976 4.047993 -0.874712  0.01
C -2.642983 5.468980 -0.337851  0.00
O -3.539529 5.658318 0.728785  0.00
C -3.220563 4.857272 1.839540  0.00
C -3.384551 3.384086 1.485029  0.01
H -3.770923 3.859573 -1.243888  0.00
H -2.033241 3.831435 -1.652561  0.00
H -2.912292 6.172666 -1.123296  0.00
H -1.611547 5.673082 -0.023402  0.00
H -3.912260 5.113582 2.639787  0.00
H -2.197289 5.054877 2.183783  0.00
H -4.415239 3.169850 1.202827  0.00
H -3.073707 2.721757 2.290844  0.00

Atoms 1-6, force components in eV/Å:
Re 0.0 0.4 0.3
Cl 0.0 0.0 0.0
C 0.0 0.0 0.1
C 0.0 0.0 0.0
C 0.0 0.0 0.1
C -0.1 -0.1 0.0

- Relative energy (zero: lowest compared OMol25 entry of this formula, charge and spin): 4.94 kcal/mol
- Max |F|: 0.52 eV Å⁻¹
- Frontier orbital gap (spin up / spin down): 6.3102 / 5.2780 eV
- <S²>: 3.7779
- 2S+1: 4
- Net charge: +3
- E_LUMO (spin up / spin down): -0.393 / -0.434 hartree
- Highest occupied orbital energy (spin up / spin down): -17.00 / -17.09 eV



Entry 2:
Computed, not measured: one molecule with the formula C21H20F2N2O5 at a distorted geometry, with the ωB97M-V functional and the def2-TZVPD basis.

Each line ends with the Mulliken charge.
Positions of all 50 atoms, in Å:
C -4.812457 -4.465666 0.360475  -1.11
C -4.679040 -3.437067 1.474303  -0.28
O -4.095432 -2.225665 0.997395  -0.33
C -4.923761 -1.341398 0.419794  0.29
O -6.114267 -1.533818 0.312467  -0.68
C -4.236784 -0.140801 -0.066422  0.64
C -4.857715 0.815917 -0.881872  -0.14
C -6.241294 0.883438 -1.407185  -1.44
N -3.950175 1.755706 -1.163221  0.02
C -2.743642 1.465648 -0.562638  -0.51
C -1.649269 2.375106 -0.789937  -0.19
O -1.779931 3.404140 -1.428162  -0.68
C -0.304527 1.966664 -0.230242  0.35
C -0.018274 2.579401 0.999265  0.02
N 0.122952 3.100993 2.014416  -0.61
C 0.476789 1.124889 -0.932422  0.12
C 1.799993 0.630731 -0.617350  0.63
C 2.357517 -0.343782 -1.442799  -1.12
C 3.615462 -0.859477 -1.183014  -0.89
C 4.336370 -0.403920 -0.097530  0.82
O 5.610218 -0.846888 0.260504  -0.37
C 6.238317 -1.774457 -0.460963  0.42
F 5.563308 -2.952499 -0.531621  -0.25
F 6.435737 -1.411698 -1.755442  -0.25
C 3.800801 0.587297 0.751469  1.06
O 4.582358 0.972259 1.784359  -0.49
C 4.097678 1.967533 2.659440  -0.90
C 2.540543 1.088783 0.477914  -0.56
C -2.897522 0.275008 0.144558  1.21
C -1.868059 -0.393003 0.983980  -1.46
H -3.844181 -4.650194 -0.098835  0.30
H -5.501124 -4.102184 -0.398188  0.30
H -5.196741 -5.396221 0.768003  0.38
H -4.002338 -3.789552 2.255873  0.32
H -5.661823 -3.214038 1.902563  0.32
H -6.762178 1.740689 -0.981010  0.32
H -6.232256 0.997349 -2.490700  0.36
H -6.779566 -0.019487 -1.137625  0.33
H -4.082837 2.583632 -1.725763  0.25
H 0.063668 0.749058 -1.861426  0.41
H 1.806046 -0.708946 -2.295403  0.37
H 4.016999 -1.614001 -1.839685  0.37
H 7.221595 -1.970035 -0.005706  0.19
H 3.920287 2.911399 2.135728  0.36
H 4.881845 2.107440 3.401070  0.23
H 3.176656 1.652284 3.158366  0.38
H 2.120428 1.851589 1.109082  0.49
H -1.283592 0.341119 1.534558  0.36
H -2.340927 -1.070799 1.686349  0.41
H -1.185185 -0.972631 0.362237  0.23

Atoms 1-6, force components in eV/Å:
C 0.1 0.4 0.2
C -0.4 -0.4 0.1
O 0.2 0.2 -0.1
C -0.3 0.1 0.0
O 0.0 -0.1 0.1
C 0.0 0.3 -0.2

- Max |F|: 1.56 eV Å⁻¹
- Frontier orbital gap: 8.1913 eV
- SMILES string: CCOC(=O)c1c(C)[nH]c(C(=O)/C(C#N)=C/c2ccc(OC(F)F)c(OC)c2)c1C
- 2S+1: 1
- Net charge: 0
- E_LUMO: -0.017 hartree
- Highest occupied orbital energy: -8.65 eV



Entry 3:
Computed, not measured: one molecule with the formula C21H20F3N3O3 at a distorted geometry, with the ωB97M-V functional and the def2-TZVPD basis.

Each line ends with the Mulliken charge.
Positions of all 50 atoms, in Å:
C 5.202581 3.028613 1.460166  -1.07
C 5.358444 2.648246 -0.013818  -0.92
C 4.598475 1.390653 -0.311770  0.62
C 3.260233 1.419464 -0.691934  -0.61
C 2.590348 0.231488 -0.918195  -0.34
C 3.281258 -0.964239 -0.747602  0.34
C 2.596542 -2.290453 -0.959778  -1.19
N 1.450594 -2.435883 -0.078117  0.02
C 1.787603 -2.664287 1.303847  -0.79
C 0.223240 -2.287374 -0.607559  0.50
O 0.049147 -2.077572 -1.801123  -0.71
C -0.984210 -2.367941 0.261275  0.21
C -2.287277 -2.160366 -0.271707  0.29
C -3.106182 -2.273990 0.811539  0.10
C -4.585740 -2.134846 0.976498  -0.67
O -5.201148 -1.523876 -0.131393  -0.46
C -4.862210 -0.248862 -0.459115  0.39
C -5.445572 0.253174 -1.625453  -0.73
C -5.163199 1.530764 -2.058593  -0.45
C -4.289428 2.339662 -1.347077  -0.80
C -3.720752 1.842552 -0.187610  -0.29
C -2.750412 2.659815 0.615344  0.91
F -2.639549 3.926171 0.196799  -0.29
F -3.086666 2.717392 1.917802  -0.27
F -1.506119 2.140583 0.582637  -0.22
C -3.999851 0.559717 0.270124  0.13
O -2.364412 -2.532894 1.902135  -0.23
N -1.060158 -2.591743 1.550224  -0.61
N 4.552865 -1.002060 -0.376366  -0.53
C 5.186821 0.138807 -0.172860  -0.25
H 4.154008 3.187974 1.701669  0.33
H 5.751426 3.942140 1.676032  0.35
H 5.584311 2.234587 2.098223  0.33
H 6.416695 2.501559 -0.238955  0.35
H 4.982942 3.461722 -0.637987  0.34
H 2.751201 2.365308 -0.813858  0.42
H 1.555890 0.221268 -1.224554  0.53
H 2.229976 -2.358928 -1.987850  0.45
H 3.310242 -3.094194 -0.763584  0.30
H 2.272700 -3.638591 1.405289  0.27
H 0.895688 -2.639790 1.921684  0.43
H 2.489343 -1.895847 1.635209  0.29
H -2.531310 -1.957772 -1.291921  0.58
H -4.800744 -1.594013 1.909212  0.39
H -5.048448 -3.125839 1.042629  0.40
H -6.115843 -0.388505 -2.174476  0.46
H -5.619452 1.902865 -2.962314  0.38
H -4.055463 3.335980 -1.685783  0.49
H -3.533800 0.224490 1.182883  0.48
H 6.225353 0.044871 0.120142  0.38

Atoms 1-6, force components in eV/Å:
C 0.1 0.1 -0.2
C -0.1 0.0 0.2
C 0.0 0.0 -0.2
C 0.1 -0.2 0.0
C 0.1 0.0 0.1
C -0.1 0.0 0.0

- Relative energy (zero: lowest compared OMol25 entry of this formula, charge and spin): 39.86 kcal/mol
- Max |F|: 1.17 eV Å⁻¹
- Frontier orbital gap: 9.7222 eV
- SMILES string: CCc1ccc(CN(C)C(=O)c2cc(COc3cccc(C(F)(F)F)c3)on2)nc1
- 2S+1: 1
- Net charge: 0
- E_LUMO: 0.022 hartree
- Highest occupied orbital energy: -9.13 eV



Entry 4:
Computed, not measured: one molecule with the formula C21H20N2O4 at a distorted geometry, with the ωB97M-V functional and the def2-TZVPD basis.

Each line ends with the Mulliken charge.
Positions of all 47 atoms, in Å:
C -2.481597 -1.818643 -2.093301  -1.05
C -3.321627 -1.023126 -1.173673  -0.05
N -4.458904 -1.452919 -0.707624  -0.77
O -4.956513 -0.496821 0.124733  -0.17
C -4.117616 0.535168 0.184861  0.56
C -4.464265 1.685094 1.046579  -1.07
C -3.037145 0.274507 -0.634528  0.96
C -1.847283 1.075949 -0.879905  0.68
O -0.997565 0.811502 -1.703640  -0.74
O -1.788880 2.138237 -0.063228  -0.34
C -0.617365 2.952105 -0.102960  -0.84
C 0.486374 2.303697 0.757506  0.75
O 0.773994 2.712973 1.860370  -0.66
N 1.042290 1.239418 0.160561  0.10
C 1.937430 0.312624 0.833113  -0.16
C 1.256388 -1.036654 0.984769  -0.06
C 1.978430 -2.220633 0.912770  -0.36
C 1.336781 -3.441530 1.029424  -0.76
C -0.033498 -3.496111 1.216654  -0.52
C -0.757770 -2.320077 1.312116  -0.84
C -0.114777 -1.100221 1.204791  -0.12
C 3.229485 0.230286 0.055442  0.00
C 3.217137 -0.230759 -1.256615  -0.03
C 4.389037 -0.287928 -1.988210  -0.85
C 5.585028 0.114770 -1.416926  -0.40
C 5.603370 0.575748 -0.112154  -0.70
C 4.429808 0.635408 0.620375  -0.30
H -3.014284 -2.715414 -2.394259  0.39
H -2.219808 -1.222707 -2.964666  0.31
H -1.554930 -2.094147 -1.590539  0.15
H -5.436574 1.517461 1.501700  0.37
H -4.483061 2.600944 0.459344  0.29
H -3.710637 1.808650 1.822484  0.23
H -0.279049 3.077218 -1.136503  0.32
H -0.905706 3.908564 0.333345  0.38
H 0.712953 0.960829 -0.756696  0.36
H 2.125896 0.739133 1.826995  0.61
H 3.047401 -2.187941 0.762948  0.43
H 1.911004 -4.354193 0.968449  0.41
H -0.535076 -4.448949 1.295106  0.42
H -1.826006 -2.353113 1.470870  0.44
H -0.685919 -0.187996 1.302183  0.65
H 2.287320 -0.554925 -1.702392  0.42
H 4.369816 -0.648158 -3.006244  0.38
H 6.500165 0.069180 -1.988507  0.39
H 6.533184 0.891865 0.337171  0.39
H 4.445357 0.999163 1.637477  0.40

Atoms 1-6, force components in eV/Å:
C 0.0 -0.1 -0.1
C -0.2 0.5 0.4
N 0.3 -1.1 -0.8
O -0.1 0.9 0.5
C 0.8 0.0 -0.5
C -0.1 -0.1 0.1

- Relative energy (zero: lowest compared OMol25 entry of this formula, charge and spin): 40.16 kcal/mol
- Max |F|: 1.38 eV Å⁻¹
- Frontier orbital gap: 9.8525 eV
- SMILES string: Cc1noc(C)c1C(=O)OCC(=O)NC(c1ccccc1)c1ccccc1
- 2S+1: 1
- Net charge: 0
- E_LUMO: 0.023 hartree
- Highest occupied orbital energy: -9.22 eV



Computed calculated total energy (Eh) in order:
-1794.454486, -1497.681214, -1501.807942, -1222.721118